No. 1
{
  "formula": "C32H61FN2O27S6",
  "method": "ωB97M-V/def2-TZVPD",
  "species": ["C", "C", "N", "C", "N", "C", "C", "C", "C", "C", "C", "O", "O", "C", "C", "C", "C", "C", "O", "C", "O", "C", "O", "C", "C", "O", "C", "S", "S", "O", "O", "F", "C", "C", "O", "C", "O", "C", "C", "O", "H", "H", "H", "H", "H", "H", "H", "H", "H", "H", "H", "H", "H", "H", "H", "H", "H", "H", "H", "H", "H", "H", "H", "H", "H", "H", "H", "H", "H", "H", "H", "H", "H", "H", "H", "H", "H", "H", "H", "H", "H", "H", "H", "H", "H", "C", "C", "O", "S", "O", "O", "O", "H", "H", "H", "H", "C", "C", "O", "S", "O", "O", "O", "H", "H", "H", "H", "C", "C", "O", "S", "O", "O", "O", "H", "H", "H", "H", "C", "C", "O", "S", "O", "O", "O", "H", "H", "H", "H"],
  "coordinates": [[2.958, 0.957, -1.174], [1.879, 1.799, -2.138], [2.469, 2.087, -3.379], [0.412, 2.337, -1.708], [-0.823, 1.598, -2.129], [-0.712, 1.603, -3.631], [-2.036, 1.335, -4.525], [-1.676, 1.954, -6.043], [-2.347, -0.278, -4.843], [-1.116, 0.187, -1.559], [-0.318, -1.112, -2.162], [0.906, -1.179, -2.661], [-1.110, -2.388, -2.203], [-1.637, 0.130, 0.042], [-0.235, 0.109, 0.880], [0.161, -1.240, 1.705], [1.023, -2.356, 0.805], [0.195, -3.734, 0.498], [0.209, -4.651, 1.651], [-2.731, -1.015, 0.460], [-3.628, -1.484, -0.647], [-4.279, -2.713, -0.122], [-5.472, -3.084, -0.900], [-6.058, -1.933, -1.606], [-7.629, -2.378, -1.968], [-8.447, -1.157, -1.809], [-2.392, 1.627, -0.031], [-4.310, 1.625, -0.053], [-2.184, 2.840, 1.381], [-0.824, 3.558, 1.461], [-3.306, 3.940, 1.414], [-2.402, 1.937, 2.864], [-2.079, 2.298, -1.539], [-2.215, 3.927, -1.655], [-3.576, 4.463, -1.567], [-4.288, 4.431, -2.854], [-5.699, 4.837, -2.545], [-6.599, 3.666, -2.617], [-7.914, 3.942, -1.634], [-7.577, 4.965, -0.611], [4.006, 0.819, -1.674], [3.140, 1.678, -0.239], [2.569, -0.102, -0.869], [1.828, 2.658, -3.965], [0.432, 3.481, -2.056], [0.412, 2.413, -0.516], [0.128, 0.873, -4.065], [-0.339, 2.697, -3.932], [-3.011, 1.900, -4.218], [-0.645, 1.492, -6.423], [-2.525, 1.734, -6.818], [-1.559, 3.133, -5.901], [-2.834, -0.340, -5.930], [-1.372, -0.925, -4.781], [-3.152, -0.674, -4.074], [-2.180, 0.029, -2.092], [0.630, 0.224, 0.066], [-0.060, 0.999, 1.622], [0.940, -0.897, 2.544], [-0.722, -1.738, 2.313], [1.975, -2.678, 1.450], [1.486, -1.859, -0.174], [0.784, -4.291, -0.379], [-0.896, -3.591, 0.103], [-0.739, -4.988, 1.727], [-2.260, -2.055, 0.812], [-3.414, -0.696, 1.387], [-4.647, -2.551, 0.997], [-3.518, -3.628, -0.060], [-6.179, -0.963, -0.923], [-5.406, -1.746, -2.563], [-7.917, -3.168, -1.140], [-7.609, -2.810, -3.056], [-8.294, -0.507, -2.560], [-4.743, 0.843, -1.169], [-3.109, 1.987, -2.061], [-1.814, 4.212, -2.742], [-1.463, 4.458, -0.908], [-3.903, 5.210, -3.640], [-4.368, 3.362, -3.330], [-7.009, 3.611, -3.727], [-6.124, 2.663, -2.241], [-8.145, 2.945, -1.024], [-8.883, 4.183, -2.245], [-8.319, 5.655, -0.723], [2.005, -2.706, 6.061], [2.082, -4.212, 5.824], [2.625, -4.356, 4.513], [3.649, -3.120, 4.225], [4.994, -3.577, 4.492], [3.264, -2.488, 2.984], [3.181, -2.165, 5.460], [1.135, -2.272, 5.558], [1.971, -2.456, 7.125], [1.105, -4.695, 5.892], [2.772, -4.687, 6.529], [4.970, -5.481, 0.899], [3.586, -5.815, 1.450], [3.283, -7.110, 0.936], [4.667, -7.959, 0.786], [4.810, -8.800, 1.954], [4.749, -8.466, -0.564], [5.700, -6.706, 0.933], [4.909, -5.149, -0.143], [5.478, -4.717, 1.494], [2.829, -5.091, 1.143], [3.603, -5.882, 2.543], [6.842, 4.560, -3.010], [5.595, 5.128, -2.338], [5.019, 4.031, -1.633], [6.211, 3.038, -1.132], [6.515, 3.356, 0.245], [5.909, 1.699, -1.582], [7.399, 3.644, -2.069], [6.582, 4.001, -3.915], [7.568, 5.338, -3.260], [4.885, 5.540, -3.058], [5.859, 5.899, -1.606], [6.067, 1.106, 6.506], [5.039, 1.732, 7.444], [4.104, 0.692, 7.721], [4.886, -0.740, 7.706], [5.207, -1.093, 9.071], [4.191, -1.630, 6.806], [6.251, -0.228, 6.979], [5.686, 1.055, 5.481], [7.017, 1.648, 6.514], [4.536, 2.593, 6.996], [5.500, 2.033, 8.390]],
  "mulliken_charge": [-0.4319, 0.3584, -0.7462, -0.3850, 1.6436, -1.3520, 1.0442, -1.2336, -0.5788, -0.2777, -0.7556, -0.6031, -0.7260, 2.3061, 0.6981, -0.7785, 0.9355, -0.4533, -0.4502, -1.2174, 0.0557, -0.1791, -0.4091, 0.3603, -0.4737, -0.5211, 0.5253, 0.0069, 1.3340, -0.5883, -0.5573, -0.3426, -0.5134, -1.0582, -0.2787, 0.1110, -0.3884, 0.2849, -0.4140, -0.4970, 0.3181, 0.2879, -0.2219, 0.2769, 0.6632, 0.3872, 0.6302, 0.4449, -0.6585, 0.2884, 0.4074, 0.2972, 0.4098, 0.1752, -0.0065, -0.1324, -1.1921, 0.4902, 0.1666, 0.2608, -0.1816, -0.2351, 0.2681, 0.0759, 0.2931, 0.3864, 0.1959, 0.2990, 0.1104, 0.0604, -0.0273, 0.2803, 0.2565, 0.2956, 0.0338, -0.1106, 0.2383, 0.2537, 0.2285, -0.0724, 0.2689, -0.1980, 0.1401, 0.3520, 0.3159, -0.3536, -0.4009, -0.3376, 1.0723, -0.6268, -0.5662, -0.0113, 0.2248, 0.3077, 0.3817, 0.2944, -0.3031, 0.3228, -0.2943, 1.0978, -0.5585, -0.5371, -0.3571, 0.3694, 0.2904, -0.2770, 0.2012, -0.3624, -0.3333, -0.2422, 1.0953, -0.5661, -0.5344, -0.3142, 0.2918, 0.3158, 0.3158, 0.2730, -0.3146, -0.3536, -0.3362, 0.8856, -0.6138, -0.2848, -0.3303, 0.2653, 0.3148, 0.3259, 0.2896],
  "charge": 0,
  "e_tot_ev": -160137.382,
  "homo_ev": -8.11,
  "homo_lumo_gap_ev": 7.003
}


No. 2
{
  "formula": "C32H61N2O12S6",
  "method": "ωB97M-V/def2-TZVPD",
  "species": ["C", "C", "C", "N", "S", "C", "C", "N", "C", "C", "C", "C", "C", "C", "O", "C", "O", "H", "H", "H", "H", "H", "H", "H", "H", "H", "H", "H", "H", "H", "H", "H", "H", "H", "H", "H", "H", "H", "C", "C", "C", "S", "O", "O", "C", "H", "H", "H", "H", "H", "H", "H", "H", "C", "C", "C", "S", "O", "O", "C", "H", "H", "H", "H", "H", "H", "H", "H", "C", "C", "C", "S", "O", "O", "C", "H", "H", "H", "H", "H", "H", "H", "H", "C", "C", "C", "S", "O", "O", "C", "H", "H", "H", "H", "H", "H", "H", "H", "C", "C", "C", "S", "O", "O", "C", "H", "H", "H", "H", "H", "H", "H", "H"],
  "coordinates": [[4.200, -0.649, 0.191], [3.418, 0.070, -0.926], [3.633, -0.517, -2.267], [4.747, -0.388, -2.930], [6.170, 0.411, -2.386], [4.700, -0.937, -4.298], [3.248, -1.438, -4.499], [3.253, -2.873, -4.774], [3.025, -3.304, -5.952], [2.324, -4.613, -6.126], [3.480, -2.597, -7.206], [2.673, -1.314, -3.069], [1.189, -1.017, -2.948], [0.535, -1.348, -1.605], [1.368, -2.123, -0.729], [0.588, -2.501, 0.336], [0.566, -1.885, 1.350], [4.160, -1.732, 0.091], [5.227, -0.300, 0.261], [3.719, -0.398, 1.136], [2.366, 0.048, -0.669], [3.721, 1.120, -0.962], [6.812, -0.698, -1.990], [4.856, -0.061, -4.936], [5.493, -1.637, -4.545], [2.706, -0.853, -5.241], [1.376, -4.412, -6.629], [2.165, -5.093, -5.164], [2.876, -5.307, -6.765], [3.358, -1.517, -7.120], [4.529, -2.849, -7.369], [2.920, -2.929, -8.079], [2.847, -2.331, -2.675], [0.663, -1.530, -3.746], [1.038, 0.049, -3.107], [0.264, -0.408, -1.116], [-0.414, -1.861, -1.782], [0.008, -3.418, 0.151], [-2.026, 2.807, -5.835], [-3.224, 1.908, -6.178], [-2.794, 0.453, -5.937], [-1.534, 0.525, -4.656], [-0.274, 0.086, -5.226], [-2.015, -0.056, -3.424], [-1.494, 2.294, -4.503], [-2.306, 3.856, -5.770], [-1.257, 2.710, -6.604], [-4.062, 2.153, -5.524], [-3.557, 2.050, -7.204], [-3.611, -0.172, -5.583], [-2.339, 0.005, -6.818], [-0.480, 2.613, -4.282], [-2.155, 2.554, -3.678], [-2.377, -0.616, 1.268], [-3.728, -1.016, 1.874], [-4.803, -0.152, 1.199], [-4.175, 0.252, -0.438], [-3.941, 1.677, -0.519], [-4.952, -0.418, -1.450], [-2.596, -0.566, -0.243], [-1.588, -1.314, 1.539], [-2.087, 0.374, 1.629], [-3.920, -2.071, 1.675], [-3.743, -0.886, 2.950], [-5.752, -0.669, 1.085], [-4.957, 0.787, 1.728], [-1.847, 0.004, -0.788], [-2.691, -1.565, -0.670], [-1.235, -2.685, 7.237], [-2.587, -3.100, 7.836], [-3.668, -2.245, 7.163], [-3.029, -1.840, 5.530], [-2.817, -0.413, 5.441], [-3.801, -2.535, 4.528], [-1.444, -2.641, 5.728], [-0.443, -3.376, 7.518], [-0.961, -1.699, 7.619], [-2.768, -4.156, 7.629], [-2.608, -2.970, 8.916], [-4.610, -2.775, 7.041], [-3.835, -1.308, 7.691], [-0.689, -2.073, 5.191], [-1.525, -3.644, 5.309], [2.184, 1.374, 7.180], [3.373, 1.159, 6.234], [3.643, -0.349, 6.173], [2.063, -1.153, 6.490], [2.151, -1.881, 7.730], [1.603, -1.801, 5.285], [1.129, 0.352, 6.769], [1.794, 2.389, 7.119], [2.493, 1.193, 8.211], [3.117, 1.530, 5.239], [4.257, 1.700, 6.568], [4.003, -0.675, 5.201], [4.332, -0.673, 6.951], [0.375, 0.168, 7.530], [0.652, 0.621, 5.826], [-1.972, 6.516, -0.509], [-2.753, 5.297, 0.002], [-2.342, 4.094, -0.856], [-0.663, 4.436, -1.411], [-0.668, 4.595, -2.848], [0.258, 3.517, -0.783], [-0.526, 6.055, -0.662], [-2.047, 7.361, 0.172], [-2.365, 6.830, -1.478], [-2.495, 5.110, 1.046], [-3.828, 5.456, -0.046], [-2.341, 3.160, -0.299], [-2.966, 3.993, -1.741], [0.078, 6.693, -1.303], [-0.042, 5.926, 0.306]],
  "mulliken_charge": [-1.4761, -0.3264, -0.0284, 0.0101, -0.1347, -1.3054, 0.5731, -0.6463, 0.8179, -1.3608, -1.1858, 0.6957, -1.1325, -0.9600, -0.2075, 0.0204, -0.4623, 0.3422, 0.4377, 0.4491, -0.1032, 0.6642, 0.1986, 0.3259, 0.4898, 0.6276, 0.3275, 0.3567, 0.3608, 0.3589, 0.2915, 0.3988, 0.1766, 0.5744, 0.3012, 0.3401, 0.6694, 0.4818, -0.8435, -0.5687, -0.8154, 1.2815, -0.7414, -0.6262, -0.3673, 0.3719, 0.3224, 0.2743, 0.3594, 0.3712, 0.3611, 0.6037, -0.0080, -0.3113, -0.2801, -1.0067, 1.2427, -0.6344, -0.7437, -0.0793, 0.0554, 0.3092, 0.2924, 0.0145, 0.3854, 0.4348, -0.0400, 0.3402, -0.2458, -0.7517, -0.8691, 1.4509, -0.7163, -0.7232, -0.5930, 0.4106, -0.0451, 0.3282, 0.3781, 0.3795, 0.3674, 0.2310, 0.4122, -0.7603, -0.6432, -0.7042, 1.2272, -0.6725, -0.6366, -0.5806, 0.4008, 0.3199, 0.2827, 0.3419, 0.3364, 0.3479, 0.3141, 0.4295, -0.6060, -0.7649, -0.0669, 1.3005, -0.6484, -0.7081, -0.8129, 0.3858, 0.2707, 0.3335, 0.3576, -0.0303, 0.3106, 0.4145, 0.3325],
  "charge": 1,
  "e_tot_ev": -126726.660,
  "homo_ev": -11.62,
  "homo_lumo_gap_ev": 8.624
}